## P
17
Properties=species:S:1:pos:R:3 method="wB97M-V/def2-TZVPD" orbital_gap_ha=0.3621 total_charge=0 lumo_ev=0.9 e_homo_ev=-8.92 smiles="C1=C[C@@H]2N[C@@H]2C=CC1"
C -1.368 1.173 -0.066
C -0.081 1.484 -0.130
C 1.185 0.840 0.402
N 1.924 0.162 -0.519
C 1.316 -0.659 0.444
C 0.197 -1.565 0.021
C -1.045 -1.332 -0.208
C -1.967 -0.193 0.268
H -1.989 2.172 -0.357
H -0.053 2.443 -0.697
H 1.751 1.645 1.140
H 1.545 0.041 -1.476
H 2.129 -1.156 1.087
H 0.702 -2.315 -0.324
H -1.484 -2.012 -0.958
H -2.654 -0.103 1.351
H -2.840 -0.337 -0.515

## Q
17
Properties=species:S:1:pos:R:3 method="wB97M-V/def2-TZVPD" orbital_gap_ha=0.3344 total_charge=0 lumo_ev=1.0 e_homo_ev=-8.07 smiles=Cc1ccccc1N
C -0.992 0.482 -1.804
C -0.219 0.482 -0.524
C 0.114 1.631 0.223
C 0.524 1.456 1.517
C 0.961 0.178 2.050
C 0.621 -0.925 1.308
C 0.120 -0.800 -0.023
N -0.149 -1.861 -0.891
H -1.040 1.246 -2.580
H -0.668 -0.416 -2.442
H -1.956 0.085 -1.394
H -0.019 2.738 -0.210
H 0.554 2.278 2.179
H 1.386 0.282 3.020
H 0.906 -1.977 1.644
H -0.557 -2.689 -0.465
H 0.415 -2.190 -1.609

Q is the most stable structure; the next one sits 374.8 kJ/mol above it.

## P
17
Properties=species:S:1:pos:R:3 method="wB97M-V/def2-TZVPD" orbital_gap_ha=0.3507 total_charge=0 lumo_ev=1.2 e_homo_ev=-8.36 smiles="C1=C[C@H]2[C@H]3CC[C@H]1N32"
C -1.685 1.081 -0.011
C -2.142 -0.153 -0.245
C -1.064 -1.161 -0.046
C 0.637 -1.170 -0.023
C 1.768 -0.328 -0.304
C 1.368 1.135 0.199
C -0.149 0.818 0.068
N -0.312 -0.385 0.855
H -2.338 1.961 0.279
H -3.210 -0.296 -0.349
H -1.453 -2.107 0.370
H 0.856 -2.088 0.494
H 1.899 -0.303 -1.316
H 2.654 -0.769 0.169
H 1.628 1.995 -0.472
H 1.581 1.266 1.276
H -0.036 0.503 -0.945

## Q
17
Properties=species:S:1:pos:R:3 method="wB97M-V/def2-TZVPD" orbital_gap_ha=0.3446 total_charge=0 lumo_ev=0.9 e_homo_ev=-8.50
C 0.171 -0.929 1.061
C -1.579 -0.607 1.358
C -1.075 -0.015 -1.132
C 0.322 0.188 -1.654
C 1.032 0.963 -0.515
C 1.035 0.230 0.827
C -0.820 0.195 0.383
H 0.140 -0.856 2.180
H 0.456 -1.819 0.627
H -1.495 -0.132 2.317
H -1.698 0.837 -1.330
H 0.288 0.639 -2.618
H 0.787 -0.811 -1.770
H 1.975 1.513 -0.641
H 1.964 0.243 1.314
H -1.666 -1.006 -1.027
N 0.161 1.368 0.620

## R
17
Properties=species:S:1:pos:R:3 method="wB97M-V/def2-TZVPD" orbital_gap_ha=0.3125 total_charge=0 lumo_ev=1.0 e_homo_ev=-7.53 smiles="C=Cc1cc(C)c[nH]1"
C -2.582 0.195 1.976
C -1.283 -0.002 1.804
C -0.546 -0.217 0.592
C 0.811 0.259 0.496
C 1.170 0.067 -0.884
C 2.495 0.187 -1.508
C 0.027 -0.437 -1.579
N -1.011 -0.574 -0.694
H -3.018 0.372 3.018
H -3.293 0.149 1.124
H -0.646 0.050 2.711
H 1.344 0.599 1.414
H 2.650 1.223 -1.218
H 3.429 -0.322 -1.184
H 2.483 0.065 -2.580
H -0.062 -0.679 -2.630
H -1.969 -0.935 -0.855

## S
17
Properties=species:S:1:pos:R:3 method="wB97M-V/def2-TZVPD" orbital_gap_ha=0.3249 total_charge=0 lumo_ev=0.8 e_homo_ev=-8.08 smiles="C1=C[C@@H]2C[C@@H]2C=NC1"
C -1.130 -1.041 0.352
C -0.176 -1.246 -0.613
C 1.196 -0.689 -0.526
C 1.863 0.040 0.582
C 1.204 0.912 -0.439
C -0.248 1.355 -0.005
N -1.216 0.972 -0.691
C -2.187 0.063 0.081
H -0.799 -1.059 1.418
H -0.556 -1.274 -1.615
H 1.960 -1.026 -1.192
H 1.362 0.043 1.620
H 2.955 -0.242 0.661
H 1.746 1.487 -1.211
H -0.474 1.499 1.033
H -2.473 0.484 1.049
H -3.027 -0.279 -0.504

R is the most stable structure; the next one sits 397.8 kJ/mol above it.